{"formula": "C18H42ClN6O10", "method": "ωB97M-V/def2-TZVPD", "charge": -1, "orbital_gap_ev": 8.202, "energy_ev": -61279.758, "mol_weight_da": 538.02, "homo_ha": -0.2105, "e_above_lowest_kcal_mol": 97.74, "multiplicity": 1, "elements": ["Cl", "O", "O", "O", "O", "C", "O", "N", "C", "C", "H", "H", "H", "H", "H", "H", "H", "C", "O", "N", "C", "C", "H", "H", "H", "H", "H", "H", "H", "C", "O", "N", "C", "C", "H", "H", "H", "H", "H", "H", "H", "C", "O", "N", "C", "C", "H", "H", "H", "H", "H", "H", "H", "C", "O", "N", "C", "C", "H", "H", "H", "H", "H", "H", "H", "C", "O", "N", "C", "C", "H", "H", "H", "H", "H", "H", "H"], "coordinates": [[-0.4438, 1.5730, 0.6411], [-0.3511, 0.2095, 0.1669], [-1.3270, 2.2889, -0.2718], [-0.9050, 1.6231, 2.0033], [0.8623, 2.1946, 0.6109], [-3.1486, -0.1618, -2.4242], [-3.5412, -1.2791, -2.1803], [-3.0769, 0.3720, -3.6671], [-2.8716, 1.7942, -3.8448], [-3.6175, -0.3568, -4.7794], [-2.8373, 0.5281, -1.6235], [-3.7794, 2.3636, -3.6075], [-2.5045, 2.1735, -4.7963], [-2.1017, 2.0778, -3.1208], [-3.9521, -1.3428, -4.4647], [-4.5333, 0.1081, -5.1726], [-2.9063, -0.4386, -5.6017], [-0.1711, -1.5493, 3.1013], [0.9286, -1.5254, 3.6013], [-1.2831, -2.0599, 3.6938], [-1.2311, -2.6878, 4.9774], [-2.5768, -2.0015, 3.0516], [-0.3540, -1.1330, 2.0981], [-0.2195, -2.7132, 5.3734], [-1.6459, -3.6981, 4.9613], [-1.8129, -2.0892, 5.6947], [-3.1387, -2.9252, 3.2226], [-3.1618, -1.1755, 3.4706], [-2.4868, -1.9100, 1.9706], [0.6008, 3.0139, -2.9301], [1.1640, 2.1308, -3.5155], [-0.1463, 3.9732, -3.5589], [-1.0499, 4.7925, -2.7710], [0.0244, 4.2478, -4.9534], [0.6556, 3.2316, -1.8525], [-1.4566, 4.3002, -1.8886], [-1.8820, 5.1685, -3.3649], [-0.4950, 5.6591, -2.3787], [-0.9249, 4.2015, -5.4983], [0.3236, 5.3056, -5.0522], [0.8050, 3.6715, -5.4295], [0.5390, -4.7647, -1.5254], [1.4735, -4.3506, -0.8831], [-0.6473, -4.1471, -1.7007], [-1.5252, -4.5191, -2.7835], [-1.0008, -2.9192, -1.0329], [0.5981, -5.7489, -2.0254], [-2.4839, -4.8889, -2.4091], [-1.0798, -5.2701, -3.4328], [-1.7318, -3.6224, -3.3724], [-1.9886, -3.0655, -0.5798], [-0.3409, -2.7330, -0.1887], [-1.0802, -2.0411, -1.6662], [3.0591, 1.1696, 5.9247], [3.6035, 0.3314, 5.2511], [2.0835, 2.0094, 5.5178], [1.4417, 2.9098, 6.4465], [1.4638, 1.9937, 4.2092], [3.3452, 1.3128, 6.9843], [0.4059, 2.5951, 6.6229], [1.4138, 3.9248, 6.0437], [1.9615, 2.9007, 7.4046], [1.4437, 3.0161, 3.8281], [1.9480, 1.3005, 3.5284], [0.4199, 1.6846, 4.3064], [3.1742, -0.8641, 0.9010], [3.3873, -1.2862, 2.0018], [3.8867, -1.1882, -0.2159], [3.7244, -0.4604, -1.4320], [4.7957, -2.3171, -0.1790], [2.3315, -0.2116, 0.6531], [3.6987, -1.1810, -2.2660], [4.4944, 0.2772, -1.6744], [2.7515, 0.0177, -1.5638], [5.4298, -2.2603, 0.7013], [4.2164, -3.2416, -0.1718], [5.3576, -2.3173, -1.1126]], "forces_ev_per_angstrom": [[0.882, 0.338, -0.442], [-0.112, -0.131, 0.257], [-0.226, 0.076, 0.408], [-0.690, -0.187, -0.159], [-0.029, -0.046, -0.317], [0.087, 0.716, 0.350], [-0.221, -0.747, 0.022], [-0.099, 0.117, -0.972], [0.347, 0.668, 1.437], [-0.741, -0.308, -0.428], [0.200, 0.055, -0.118], [-0.019, -0.054, -0.081], [0.000, -0.847, -0.350], [-0.188, 0.205, 0.012], [0.390, -0.084, 0.138], [0.185, 0.286, 0.039], [0.095, -0.024, 0.051], [0.315, 0.250, -0.321], [-0.043, -0.094, 0.385], [-0.237, -0.533, -0.488], [-0.154, 0.449, 0.844], [-0.096, -0.024, 0.161], [-0.175, -0.049, 0.038], [0.158, -0.013, -0.340], [0.002, -0.037, -0.113], [-0.085, -0.198, 0.017], [0.128, -0.033, 0.129], [-0.118, 0.005, -0.251], [0.138, 0.342, 0.027], [-0.552, 1.151, 0.200], [0.788, -0.756, -0.306], [-0.301, -0.681, 0.408], [0.707, 0.919, 0.331], [-0.451, 1.422, -0.249], [-0.069, -0.672, 0.167], [0.135, -0.478, -0.188], [0.037, -0.143, -0.189], [-0.264, 0.140, -0.138], [0.076, -0.428, -0.111], [0.049, -0.092, -0.024], [-0.096, -0.496, 0.207], [0.074, -0.057, -0.191], [0.312, 0.138, 0.469], [0.062, -0.017, -0.486], [-0.309, 0.070, 0.043], [-0.451, -0.100, 1.250], [-0.159, 0.055, -0.225], [-0.016, -0.015, -0.014], [0.102, -0.059, 0.089], [-0.042, -0.082, -0.127], [-0.080, 0.119, -0.216], [0.348, 0.061, -0.287], [0.296, -0.062, -0.249], [0.054, -0.165, -0.066], [0.248, -0.169, -0.207], [-0.221, 0.487, 0.386], [-0.071, -0.313, 0.108], [-0.302, -0.181, -0.014], [-0.144, 0.201, 0.073], [0.004, 0.066, -0.002], [0.088, 0.032, 0.048], [0.051, 0.083, -0.040], [0.165, -0.076, -0.280], [0.198, 0.057, 0.063], [0.009, -0.085, -0.049], [-0.278, 0.178, -0.841], [0.408, -0.526, 0.684], [0.088, 0.184, 0.349], [-0.654, -0.580, -1.638], [-0.337, 0.182, -0.297], [-0.128, 0.461, 0.116], [0.276, 0.105, 0.081], [0.171, 0.007, 0.336], [-0.004, 0.196, 0.693], [0.160, -0.107, -0.040], [0.021, -0.139, 0.236], [0.311, 0.066, 0.203]], "mulliken_charge": [1.592, -0.509, -0.689, -0.681, -0.721, 0.180, -0.614, 0.226, -0.667, -1.106, 0.305, 0.328, 0.341, -0.003, 0.341, 0.373, 0.324, 0.764, -0.695, 0.166, -1.041, -0.757, -0.067, 0.302, 0.302, 0.339, 0.337, 0.282, 0.086, 0.142, -0.640, 0.238, -1.021, -1.033, 0.386, 0.303, 0.355, 0.343, 0.292, 0.366, 0.289, -0.013, -0.517, 0.229, -0.859, -0.757, 0.291, 0.258, 0.373, 0.248, 0.282, 0.299, 0.104, 0.096, -0.516, 0.218, -0.927, -0.767, 0.250, 0.316, 0.278, 0.314, 0.314, 0.097, 0.317, 0.527, -0.613, 0.187, -1.045, -1.009, 0.010, 0.385, 0.264, 0.349, 0.276, 0.251, 0.435]}

***

{"formula": "C18H42F3N5O3PS3", "method": "ωB97M-V/def2-TZVPD", "charge": -1, "orbital_gap_ev": 5.888, "energy_ev": -82881.961, "mol_weight_da": 560.74, "homo_ha": -0.1449, "multiplicity": 1, "elements": ["N", "C", "C", "C", "P", "N", "C", "N", "C", "C", "C", "C", "C", "C", "C", "S", "C", "N", "N", "C", "O", "C", "F", "F", "F", "H", "H", "H", "H", "H", "H", "H", "H", "H", "H", "H", "H", "H", "H", "H", "H", "H", "H", "H", "H", "H", "H", "H", "H", "H", "H", "H", "H", "H", "H", "C", "S", "O", "C", "H", "H", "H", "H", "H", "H", "C", "S", "O", "C", "H", "H", "H", "H", "H", "H"], "coordinates": [[3.4583, 4.5496, -2.2248], [4.4349, 3.5597, -1.6720], [4.5489, 2.2767, -2.6158], [4.0739, 0.9954, -1.7806], [2.1663, 0.7186, -1.8581], [2.4001, 0.4719, -3.6461], [1.9175, 1.0483, 0.0231], [2.9016, 0.3258, 0.9212], [2.2549, -1.1759, -1.6266], [1.2773, -1.8849, -0.6141], [2.0030, -2.7066, 0.5552], [1.0648, -2.6457, 1.8290], [0.1085, -3.8765, 1.9730], [-1.1575, -3.8514, 1.0444], [-2.0130, -2.5308, 1.1174], [-3.8197, -2.9365, 1.3486], [-4.7276, -1.9591, 0.1362], [-5.4251, -2.3698, -0.9064], [-5.9371, -1.3258, -1.6214], [-5.4844, -0.2503, -0.9551], [-4.7638, -0.5585, 0.1414], [0.2445, 0.7816, -2.2605], [0.0900, 1.5864, -3.4207], [-0.3778, -0.3898, -2.6482], [-0.5259, 1.5470, -1.3712], [2.5119, 4.1676, -2.2013], [3.4606, 5.4029, -1.6647], [4.1042, 3.3023, -0.6351], [5.4119, 4.1180, -1.6434], [5.6260, 2.2175, -2.9037], [3.9079, 2.5049, -3.4920], [4.6715, 0.1026, -2.1256], [4.4878, 1.2405, -0.7725], [2.0886, 2.1711, -2.0156], [1.7706, -0.2179, -4.0500], [3.3392, 0.1469, -3.8680], [0.9367, 0.7394, 0.4493], [2.1120, 2.1447, 0.2066], [3.6478, 0.9526, 1.2087], [2.4290, -0.0610, 1.7338], [2.2487, -1.7784, -2.5736], [3.2852, -1.3747, -1.2128], [0.7523, -2.6993, -1.1970], [0.4396, -1.2607, -0.2207], [2.0311, -3.7923, 0.2567], [3.0358, -2.3403, 0.7408], [1.7467, -2.6716, 2.7202], [0.5232, -1.6667, 1.9100], [0.6613, -4.8277, 1.7351], [-0.2691, -4.0149, 3.0244], [-0.9523, -4.0803, -0.0284], [-1.8294, -4.6828, 1.4025], [-1.9493, -1.9993, 0.1295], [-1.6642, -1.8029, 1.8850], [-5.7326, 0.7640, -1.3344], [-9.2257, 3.5819, -2.9180], [-8.2712, 2.9815, -1.5128], [-6.9812, 2.4626, -2.0428], [-9.3192, 1.5577, -1.1648], [-8.7226, 4.4586, -3.3240], [-9.2843, 2.8089, -3.6854], [-10.2267, 3.8604, -2.5856], [-9.3717, 0.9112, -2.0418], [-10.3175, 1.8995, -0.8876], [-8.8822, 1.0058, -0.3335], [3.4386, -1.5736, 6.2922], [3.0177, -0.4058, 4.9847], [3.0826, -1.1415, 3.6947], [4.5217, 0.5779, 5.1182], [2.6429, -2.3148, 6.3578], [4.3804, -2.0716, 6.0572], [3.5189, -1.0436, 7.2424], [5.3955, -0.0548, 4.9564], [4.5684, 1.0405, 6.1054], [4.4903, 1.3552, 4.3557]], "forces_ev_per_angstrom": [[0.296, 0.006, 0.029], [-0.350, 0.577, -0.632], [-0.416, 0.584, 1.541], [1.867, 0.686, -0.295], [1.469, 0.113, -0.337], [0.082, 0.236, -0.801], [0.721, -0.060, 1.595], [-0.410, 0.042, -0.504], [0.415, -1.627, 1.186], [0.348, -1.608, -0.663], [-1.852, 0.358, -0.244], [1.295, -0.725, 0.961], [-0.439, 0.047, -0.507], [-0.828, -0.404, 0.539], [0.361, 0.511, -1.228], [-0.400, 0.806, -0.629], [-0.518, 0.591, -1.683], [0.938, -1.500, 1.306], [1.517, 2.105, 2.400], [-1.245, -1.223, -1.669], [-0.048, -0.245, -0.361], [-0.624, 1.892, -1.898], [-0.031, -0.850, 0.983], [-0.228, 0.775, 1.057], [0.204, -1.738, -0.302], [0.316, -0.063, 0.015], [-0.023, -0.333, -0.084], [0.620, -0.189, -0.615], [-0.754, -0.646, 0.204], [-0.792, -0.247, -0.040], [0.483, -0.435, 0.400], [-0.677, 0.657, 0.253], [-0.481, -0.592, -0.451], [-0.454, -0.192, -0.304], [-0.029, 0.231, 0.144], [-0.222, 0.011, 0.253], [0.324, 0.647, -0.640], [-0.753, -0.786, -0.441], [-0.241, -0.288, 0.087], [0.407, 0.230, -0.054], [-0.219, 0.871, 0.648], [-0.901, 0.365, -0.328], [0.185, 0.928, 0.409], [0.890, -0.139, -0.170], [0.296, 0.965, 0.157], [-0.869, -0.082, 0.026], [-0.719, 0.048, -0.670], [0.379, -0.849, -0.226], [-0.326, 0.904, 0.211], [0.399, 0.418, -0.802], [0.112, 0.285, 0.845], [0.639, 0.601, -0.400], [-0.020, -0.391, 0.952], [-0.442, -0.742, -0.364], [0.608, -0.570, 0.951], [-0.053, -0.029, -0.151], [0.019, -0.003, 0.056], [-0.188, 0.008, 0.005], [-0.079, -0.109, -0.055], [0.053, -0.047, 0.090], [0.061, -0.027, 0.060], [0.041, -0.005, 0.053], [0.084, 0.041, -0.005], [0.044, 0.050, 0.011], [0.061, 0.077, -0.038], [0.116, -0.092, 0.081], [-0.058, 0.037, -0.123], [0.187, 0.105, 0.423], [0.155, 0.022, 0.036], [-0.019, 0.080, -0.082], [-0.025, 0.041, -0.072], [-0.029, 0.027, -0.037], [-0.070, -0.049, -0.034], [-0.055, -0.013, -0.014], [-0.102, -0.076, -0.011]], "mulliken_charge": [-0.750, -0.207, -0.739, -1.568, 2.889, -1.156, -1.194, -0.207, -1.764, 0.055, -1.070, 0.103, -0.963, -0.744, -0.339, -0.269, 0.497, -0.303, -0.391, 0.051, -0.258, 0.212, -0.332, -0.279, -0.317, 0.252, 0.204, 0.160, 0.362, 0.268, 0.502, 0.468, 0.322, -0.713, 0.300, 0.253, 0.394, 0.426, 0.232, -0.026, 0.421, 0.339, 0.441, -0.085, 0.420, 0.476, -0.014, 0.231, 0.321, 0.308, 0.238, 0.584, 0.124, 0.414, 0.490, -0.953, 0.473, -0.585, -0.940, 0.319, 0.310, 0.364, 0.309, 0.384, 0.306, -1.014, 0.458, -0.526, -1.024, 0.318, 0.311, 0.394, 0.309, 0.406, 0.313]}

***

{"formula": "C18H42FeN2O4PS3", "method": "ωB97M-V/def2-TZVPD", "charge": 1, "orbital_gap_ev": [7.639, 7.075], "s_squared": 6.009, "energy_ev": -106699.340, "mol_weight_da": 533.56, "homo_ha": [-0.3925, -0.3925], "e_above_lowest_kcal_mol": 0.00, "multiplicity": 5, "elements": ["Fe", "N", "C", "C", "C", "C", "N", "H", "H", "H", "H", "H", "H", "H", "H", "H", "H", "H", "H", "C", "C", "S", "C", "C", "S", "C", "C", "S", "H", "H", "H", "H", "H", "H", "H", "H", "H", "H", "H", "H", "C", "C", "C", "C", "O", "P", "O", "O", "O", "C", "C", "C", "C", "H", "H", "H", "H", "H", "H", "H", "H", "H", "H", "H", "H", "H", "H", "H", "H", "H", "H"], "coordinates": [[0.7255, -0.8001, -0.8227], [2.8224, -0.4122, -0.9246], [3.8639, -1.4499, -1.1312], [3.4248, -2.7410, -0.4552], [2.3357, -3.4629, -1.2676], [1.1393, -3.9001, -0.4389], [0.4247, -2.7076, 0.0654], [3.0227, 0.4056, -1.4949], [2.8598, -0.0643, 0.0371], [4.8234, -1.0902, -0.7555], [3.9699, -1.6125, -2.2047], [3.0572, -2.4856, 0.5440], [4.2824, -3.3953, -0.3014], [2.7568, -4.3066, -1.8148], [1.9480, -2.7809, -2.0414], [1.4498, -4.5321, 0.3960], [0.4462, -4.4790, -1.0495], [0.7148, -2.4378, 1.0012], [-0.5826, -2.8848, 0.1130], [-5.2056, -0.0963, 1.3669], [-4.3368, 0.6303, 0.3495], [-2.7335, -0.1483, 0.0096], [-2.8965, -0.8110, -1.6700], [-3.7062, -2.0872, -1.8849], [-3.1009, -3.5533, -1.0088], [-4.3935, -3.9217, 0.2097], [-4.6075, -2.8980, 1.3208], [-5.8853, -1.6871, 0.8448], [-6.0874, 0.5171, 1.5625], [-4.6843, -0.2136, 2.3167], [-4.0901, 1.6194, 0.7388], [-4.8726, 0.7651, -0.5906], [-1.8591, -0.9653, -2.0093], [-3.2981, -0.0261, -2.3148], [-3.7187, -2.3307, -2.9483], [-4.7338, -1.9231, -1.5633], [-4.0728, -4.8750, 0.6333], [-5.3172, -4.1145, -0.3368], [-3.6820, -2.3644, 1.5347], [-4.9391, -3.4069, 2.2258], [1.7816, 2.6448, -2.1944], [0.3794, 2.5686, -1.6141], [-0.6538, 2.2752, -2.6877], [0.0210, 3.8276, -0.8456], [0.3331, 1.3902, -0.7291], [0.4780, 1.3582, 0.9073], [-0.4883, 2.1338, 1.6774], [0.5018, -0.1798, 1.0121], [1.9914, 1.8578, 1.0263], [2.6011, 2.3122, 2.2873], [4.0924, 2.2465, 2.0131], [2.2077, 1.3778, 3.4191], [2.1495, 3.7375, 2.5530], [1.8749, 3.5225, -2.8322], [1.9907, 1.7669, -2.8120], [2.5208, 2.7180, -1.3963], [-0.6317, 3.0515, -3.4520], [-1.6516, 2.2368, -2.2516], [-0.4462, 1.3185, -3.1742], [-0.0077, 4.6584, -1.5509], [0.7570, 4.0567, -0.0767], [-0.9513, 3.7308, -0.3672], [4.4153, 1.2160, 1.8528], [4.6456, 2.6444, 2.8627], [4.3452, 2.8374, 1.1327], [2.4862, 0.3484, 3.1888], [1.1360, 1.4160, 3.6114], [2.7256, 1.6790, 4.3290], [2.4839, 4.3999, 1.7531], [2.5839, 4.0874, 3.4892], [1.0646, 3.7889, 2.6280]], "forces_ev_per_angstrom": [[0.207, 0.179, 0.507], [-0.053, 0.037, -0.251], [-0.031, -0.005, 0.038], [-0.008, 0.020, -0.083], [-0.052, 0.081, 0.060], [0.047, -0.103, -0.042], [-0.490, 0.037, -0.310], [0.007, -0.011, 0.019], [0.089, 0.037, -0.031], [-0.033, -0.056, 0.050], [0.036, 0.034, 0.000], [0.018, -0.035, 0.041], [0.006, 0.017, -0.037], [-0.001, -0.030, 0.059], [0.030, -0.045, -0.059], [-0.004, -0.017, -0.043], [0.008, 0.034, 0.012], [-0.059, -0.076, 0.033], [0.079, -0.081, 0.078], [-0.034, -0.026, 0.012], [0.022, 0.022, -0.017], [0.134, -0.250, -0.115], [-0.021, -0.026, -0.049], [-0.145, 0.088, 0.136], [0.303, 0.027, 0.061], [0.042, 0.041, -0.029], [0.063, 0.080, -0.045], [-0.025, 0.012, -0.033], [0.028, 0.029, 0.047], [0.014, -0.019, 0.001], [-0.041, 0.035, -0.009], [0.028, -0.025, -0.028], [-0.077, -0.020, 0.048], [0.002, 0.024, -0.027], [0.018, 0.039, -0.012], [-0.005, -0.005, -0.068], [0.025, 0.012, -0.010], [-0.032, -0.027, 0.047], [-0.049, -0.049, 0.021], [-0.019, 0.004, 0.000], [-0.007, -0.020, 0.039], [-0.153, -0.043, -0.060], [0.011, 0.025, -0.001], [0.000, 0.013, -0.029], [0.080, -0.057, -0.155], [0.011, -0.108, 0.079], [-0.061, 0.040, -0.068], [0.014, 0.126, 0.236], [0.016, -0.095, -0.079], [0.002, 0.066, 0.035], [0.004, 0.003, 0.016], [0.003, -0.025, 0.019], [-0.003, 0.017, -0.016], [0.006, 0.013, -0.020], [-0.009, -0.001, -0.046], [0.006, 0.038, 0.022], [-0.012, 0.011, -0.009], [-0.007, -0.011, 0.019], [0.022, -0.007, -0.015], [-0.011, 0.021, 0.012], [0.037, -0.003, 0.002], [-0.020, -0.006, -0.008], [-0.004, -0.025, -0.002], [0.016, 0.003, 0.021], [-0.001, 0.026, -0.011], [0.023, -0.012, -0.004], [-0.027, 0.029, 0.000], [0.017, -0.007, 0.021], [0.013, 0.002, -0.009], [0.011, 0.026, 0.012], [-0.003, -0.020, 0.024]], "mulliken_charge": [0.533, -0.108, -0.837, -0.659, -0.450, -0.768, -0.210, 0.070, -0.010, 0.440, 0.433, 0.310, 0.455, 0.490, 0.165, 0.365, 0.377, 0.373, -0.092, -0.729, -0.759, -0.101, -0.546, -0.856, -0.110, -0.752, -0.412, -0.152, 0.446, 0.347, 0.463, 0.369, 0.027, 0.541, 0.541, 0.310, 0.385, 0.410, 0.113, 0.470, -1.666, 1.485, -1.492, -1.483, 0.770, 0.407, -0.812, -0.485, 0.231, 1.420, -1.683, -1.536, -1.617, 0.551, 0.320, 0.167, 0.485, 0.261, 0.285, 0.528, 0.175, 0.348, 0.336, 0.462, 0.347, 0.278, 0.387, 0.514, 0.322, 0.512, 0.301]}